Record 1
Computed, not measured: a molecular structure, C47H40Cl2FN4O7Rb, with ωB97M-V/def2-TZVPD.

Geometry as XYZ:
```
102
Properties=species:S:1:pos:R:3
Rb -1.52 0.28 -0.98
N -4.82 1.91 -1.28
C -5.88 1.15 -0.95
C -7.06 1.62 -0.40
C -8.14 0.76 -0.15
C -8.08 -0.58 -0.44
C -6.88 -1.11 -0.98
C -6.71 -2.48 -1.29
C -5.51 -2.91 -1.78
C -4.46 -1.99 -1.95
N -4.60 -0.71 -1.69
C -5.79 -0.26 -1.22
H -4.68 2.85 -0.98
H -4.02 1.40 -1.62
H -7.16 2.68 -0.16
H -9.04 1.18 0.28
H -8.92 -1.24 -0.25
H -7.53 -3.17 -1.12
H -5.34 -3.96 -2.02
H -3.48 -2.32 -2.27
C 3.50 -3.89 0.88
C 4.20 -3.01 -0.14
C 5.15 -2.04 0.56
C 5.90 -1.21 -0.46
C 4.92 -0.52 -1.36
C 5.25 0.67 -1.99
C 4.31 1.32 -2.78
F 4.70 2.47 -3.38
C 3.04 0.85 -2.94
C 2.69 -0.35 -2.32
C 1.27 -0.80 -2.43
O 0.44 -0.02 -2.89
C 1.03 -2.14 -1.95
C 2.02 -2.75 -1.25
N 3.25 -2.24 -0.96
C 3.63 -1.05 -1.55
C -0.29 -2.93 -2.05
O -0.19 -4.17 -2.11
O -1.34 -2.25 -2.00
H 4.24 -4.29 1.58
H 3.00 -4.74 0.43
H 2.76 -3.33 1.44
H 4.80 -3.64 -0.81
H 5.84 -2.62 1.18
H 4.56 -1.40 1.23
H 6.56 -1.86 -1.04
H 6.54 -0.47 0.03
H 6.23 1.11 -1.86
H 2.29 1.40 -3.49
H 1.81 -3.75 -0.88
Cl 1.15 1.29 0.25
C 1.50 2.36 1.56
C 2.14 1.86 2.69
C 2.47 2.72 3.71
C 2.18 4.07 3.61
C 1.53 4.54 2.48
Cl 1.19 6.24 2.37
C 1.15 3.71 1.43
N 0.45 4.20 0.32
C 1.16 4.59 -0.81
C 2.56 4.62 -0.85
C 3.23 4.98 -2.00
C 2.53 5.33 -3.14
C 1.14 5.33 -3.10
C 0.44 4.98 -1.95
C -1.07 5.06 -1.94
C -1.76 3.67 -1.91
O -2.39 3.30 -2.91
O -1.63 3.02 -0.84
H 2.35 0.80 2.74
H 2.96 2.35 4.61
H 2.44 4.77 4.39
H -0.41 3.66 0.05
H 3.12 4.31 0.03
H 4.32 4.97 -2.01
H 3.05 5.60 -4.05
H 0.57 5.61 -3.98
H -1.40 5.60 -2.82
H -1.38 5.60 -1.04
C 0.85 -5.62 2.18
C 0.17 -4.28 2.30
C 0.62 -3.32 3.19
C -0.06 -2.11 3.35
C 0.43 -1.10 4.35
C -1.21 -1.85 2.60
C -1.67 -2.82 1.70
C -2.93 -2.60 0.92
C -0.97 -4.01 1.55
C -1.95 -0.52 2.79
O -2.52 -0.37 3.89
O -1.89 0.27 1.83
H 1.85 -5.59 2.61
H 0.93 -5.92 1.13
H 0.29 -6.40 2.70
H 1.51 -3.51 3.79
H 1.45 -1.32 4.67
H -0.22 -1.10 5.23
H 0.39 -0.09 3.95
H -3.77 -2.37 1.59
H -3.17 -3.48 0.34
H -2.85 -1.77 0.23
H -1.33 -4.73 0.83
```

For the HOMO-LUMO gap, the calculation gives 6.59 eV. The calculation puts the HOMO energy at -2.950 eV. For the strongest force on any atom, the calculation gives 0.0115 hartree/bohr. Its relative energy (zero: lowest compared OMol25 entry of this formula, charge and spin) is 0.255 eV. The charge is -2.

These are the Löwdin partial charges, in e, on atoms 1 to 6: 0.95, 0.16, -0.25, -0.05, -0.12, -0.08

***

Record 2
Computed, not measured: a molecular structure, C21H18N3O2S3W, with ωB97M-V/def2-TZVPD.

Geometry as XYZ:
```
48
Properties=species:S:1:pos:R:3
W 0.56 -0.91 -1.12
C -1.95 0.17 0.93
C -1.32 0.21 -0.44
N -0.14 0.88 -0.57
N 0.40 1.85 0.11
C 1.74 1.75 0.08
S 2.50 0.33 -0.61
S 2.73 2.98 0.67
C 1.63 4.04 1.69
C 1.62 3.48 3.09
C 0.78 2.42 3.42
C 0.77 1.92 4.71
C 1.61 2.47 5.68
C 2.45 3.52 5.35
C 2.46 4.02 4.05
C -2.17 0.25 -1.67
C -3.45 0.80 -1.72
C -4.09 0.92 -2.95
C -3.46 0.51 -4.12
C -2.18 -0.05 -4.09
C -1.59 -0.18 -2.86
O -0.35 -0.82 -2.72
H -1.24 -0.15 1.69
H -2.81 -0.50 0.94
H -2.29 1.18 1.19
H 0.66 4.11 1.22
H 2.13 5.00 1.65
H 0.11 2.01 2.67
H 0.11 1.11 4.98
H 1.60 2.09 6.69
H 3.09 3.96 6.10
H 3.12 4.85 3.80
H -3.94 1.13 -0.82
H -5.08 1.33 -3.00
H -3.97 0.62 -5.07
H -1.69 -0.40 -4.99
O 1.80 -2.27 -1.88
N 1.37 -3.55 -1.98
C 1.93 -4.33 -2.91
C 1.54 -5.64 -3.00
C 0.58 -6.13 -2.11
C 0.03 -5.29 -1.16
C 0.44 -3.97 -1.09
S -0.21 -2.80 0.05
H 2.67 -3.85 -3.54
H 1.98 -6.28 -3.75
H 0.26 -7.16 -2.16
H -0.72 -5.64 -0.46
```

For the HOMO-LUMO gap (spin up / spin down), the calculation gives 5.99 / 4.86 eV. The multiplicity is 2. The calculation puts the HOMO energy (spin up / spin down) at -14.160 / -14.084 eV. The expectation value of S² is 0.806. For the strongest force on any atom, the calculation gives 0.0192 hartree/bohr. Its relative energy (zero: lowest compared OMol25 entry of this formula, charge and spin) is 0.000 eV. The charge is +2.

These are the Löwdin partial charges, in e, on atoms 1 to 6: 1.36, -0.03, -0.38, -0.22, 0.04, -1.01